# 1
Computed, not measured: one molecule with the formula C3H8N2 at a distorted geometry, with wB97M-V/def2-TZVPD.

Last column: natural (NBO) charge in e.
Element x y z (Å)
H: 0.21237 -2.22018 -0.41612  0.197
H: 1.60555 -0.34278 0.90687  0.217
N: -0.68056 2.15527 -0.82325  -0.748
C: -0.16849 1.12890 -0.25367  0.294
N: -0.48121 -0.22755 -0.44979  -0.618
H: 1.91460 -2.03422 0.76010  0.216
H: -1.00876 -1.78963 0.75136  0.193
H: -1.05698 -0.37538 -1.27254  0.391
H: 0.51352 1.35850 0.54933  0.133
H: 0.10753 2.82965 -0.82277  0.342
C: 1.12193 -1.27228 1.06958  -0.629
C: -0.12640 -1.48167 0.24112  -0.207
H: 0.88233 -1.16975 2.11290  0.218

Summary:
Orbital gap (eV): 9.59
HOMO (eV): -8.6
Relative energy (zero: lowest compared OMol25 entry of this formula, charge and spin) (kJ/mol): 232.1
DFT total energy (Ha): -228.56024

***

# 2
Computed, not measured: a 8-piece molecular cluster, C13H42ClN12O11 overall at a distorted geometry, with wB97M-V/def2-TZVPD.

Last column: Löwdin charge in e.
Element x y z (Å)
H: 1.24163 0.52690 -2.15440  0.051
H: 2.31765 -0.54295 -1.69614  0.074
N: -0.51021 -0.50046 5.05169  0.166
O: -2.67592 1.72942 -3.98675  0.004
C: -5.14551 -1.77327 5.69568  -0.137
O: 0.27355 1.15105 0.04476  -0.350
H: -5.61088 -2.65494 6.13955  0.083
C: 2.27648 0.85429 -4.66828  -0.058
O: 0.79713 -1.87520 6.29350  -0.011
N: 2.18327 0.21559 -2.36277  0.042
N: 0.46477 -4.08311 -1.84379  0.146
H: 3.72019 2.03131 0.89878  0.103
H: 3.80845 6.28979 1.41318  0.085
N: 3.50432 2.21842 -0.06037  0.161
H: -4.49736 1.13138 2.22280  0.073
O: 5.68275 2.76419 -0.26078  -0.029
C: 3.84493 -0.95189 -3.73493  -0.203
H: 2.61873 7.43901 0.88744  0.094
H: -4.43400 0.14054 -4.75388  0.097
H: -3.20226 0.01849 -1.50038  0.086
H: 5.10012 3.23958 -2.63878  0.099
C: 1.88126 5.57418 1.19416  -0.678
N: 2.27467 4.36076 1.66148  0.156
H: 2.63579 2.06546 -0.54311  0.066
H: -4.38430 0.00444 4.12891  0.121
H: 0.14967 -1.99770 3.15420  0.062
C: 2.44229 -0.32794 -3.71358  -0.409
H: -3.19873 -2.33668 1.67398  0.074
H: -3.30707 -1.28015 3.72218  0.120
C: -0.02037 -2.83176 -2.14135  -0.666
H: 0.43316 -4.78335 -2.55789  0.097
C: -4.72211 -0.85611 2.17417  -0.432
H: -4.01518 -1.73510 0.33391  0.058
H: 3.97616 -3.55281 -4.71756  0.084
C: 4.55433 2.70432 -0.77441  -0.686
H: 2.53959 0.59801 -5.70275  0.071
C: -4.21166 -2.04988 1.35991  -0.060
O: -5.16082 -1.95777 4.30477  -0.165
N: -2.55902 0.44043 -2.15329  0.161
O: 3.87346 -2.23521 -3.17121  -0.193
O: 0.89708 1.58301 2.26237  -0.354
H: 3.40473 2.97142 -2.49017  0.080
N: 0.43340 -2.30249 4.06753  0.156
H: -0.70941 -1.16707 -1.16439  0.072
C: 0.30857 -1.55881 5.20588  -0.689
H: 0.47289 -4.36025 -0.87821  0.090
C: 3.25851 -3.26033 -3.94142  -0.098
H: 0.91827 -3.16764 4.21909  0.097
N: -4.00209 -0.11437 -3.88946  0.151
O: 0.97412 -0.60920 1.52123  -0.377
H: -0.72905 0.04354 5.86353  0.104
O: -1.08912 0.40937 1.89387  -0.383
C: -4.36526 -0.98314 3.65088  -0.225
H: 3.19318 -4.11560 -3.27129  0.079
H: 3.04943 4.22908 2.27896  0.097
H: 0.39941 -2.20695 -0.27380  0.083
H: -5.80954 -0.93870 2.09246  0.136
H: 1.66534 -1.09485 -3.78010  0.099
Cl: 0.24598 0.64051 1.38369  0.650
H: -5.70365 -0.90592 6.06571  0.084
H: 1.84328 3.54378 1.26527  0.057
N: 2.85088 6.53600 1.25881  0.135
H: 2.28582 -2.94059 -4.30933  0.072
H: 4.51667 -0.24918 -3.24090  0.127
H: -3.15944 0.50693 1.88157  0.034
H: 4.17637 -1.06372 -4.77947  0.119
O: 0.76167 5.82329 0.74734  0.008
N: -0.15184 -1.99890 -1.08852  0.179
H: -4.83543 -2.93159 1.48402  0.075
C: -3.02901 0.70633 -3.39830  -0.677
H: 1.23768 1.16214 -4.80876  0.078
H: -0.90562 -0.28443 4.15151  0.063
H: -1.90475 1.10750 -1.77960  0.097
N: -4.14319 0.37144 1.63516  0.042
H: -4.16360 -0.99551 -3.44041  0.091
O: -0.17692 -2.50851 -3.32390  -0.011
N: 4.31938 2.94467 -2.08252  0.158
H: 2.88196 1.70608 -4.36652  0.055
H: -4.15564 -1.69862 6.15956  0.087

Summary:
Orbital gap (eV): 8.90
HOMO (eV): -6.5
Relative energy (zero: lowest compared OMol25 entry of this formula, charge and spin) (kJ/mol): 0.0
Net charge: -1
DFT total energy (Ha): -2465.43100

***

# 3
Computed, not measured: C32H33IN6O4PTi as an isolated structure at a distorted geometry, with wB97M-V/def2-TZVPD.

Last column: Löwdin spin population.
Element x y z (Å)
C: -17.34000 6.49989 -7.99932  0.002
H: -12.93109 0.61258 -11.23750  0.000
H: -15.80906 -0.37329 -10.45592  0.000
H: -18.43222 8.35003 -8.06476  0.000
C: -17.83483 -0.83963 -12.69778  0.007
C: -15.70394 -1.47506 -12.31064  0.007
C: -21.29774 2.96893 -6.21001  0.002
O: -16.63251 0.70568 -8.99503  0.011
C: -19.17772 1.80284 -6.45226  0.002
C: -17.49243 6.50197 -10.80253  0.002
H: -16.43655 4.69229 -16.60712  0.000
H: -15.99481 -2.61567 -4.53884  0.000
H: -18.22099 8.44572 -10.61861  0.000
H: -18.16104 2.31850 -6.64533  0.000
N: -20.20446 2.67770 -7.05731  0.015
H: -14.38180 5.24009 -15.68783  0.003
H: -18.83012 -0.71994 -13.04534  0.000
C: -15.86314 4.18280 -12.80625  0.110
H: -21.04691 4.99193 -8.35479  0.000
C: -13.76079 -1.30072 -6.83965  -0.001
Ti: -18.56058 1.19572 -10.37798  0.909
H: -19.11025 0.80316 -6.87075  0.000
N: -16.21307 -0.77947 -11.24242  0.003
H: -16.55812 4.56087 -8.16524  0.000
C: -14.76363 4.54053 -13.66054  0.018
H: -12.31072 3.33330 -8.02829  0.000
H: -21.75902 3.94728 -6.46883  0.000
C: -14.80419 3.31456 -10.34107  0.011
C: -20.28443 2.96326 -8.37285  0.012
H: -21.16402 4.11242 -9.96269  0.000
C: -15.59699 -2.21950 -5.46633  -0.001
N: -16.98266 -0.36224 -8.24141  0.025
H: -14.87477 1.98240 -12.06259  0.003
C: -13.97837 3.76718 -9.32986  0.002
H: -14.73344 -1.90099 -12.26079  0.000
C: -14.41776 2.15958 -11.10339  0.008
C: -17.11648 3.85389 -13.41689  0.070
H: -20.62563 1.22213 -11.33540  0.001
C: -12.90931 2.96471 -8.89899  0.000
H: -14.14697 4.74686 -8.87188  0.000
O: -19.04769 -0.14544 -8.95321  -0.016
C: -16.86694 5.45329 -8.70050  0.003
H: -18.36475 3.76044 -15.12827  0.001
H: -20.92440 2.93091 -5.18464  0.000
O: -19.46595 2.38970 -9.13064  0.004
H: -11.69021 1.16725 -9.26458  0.000
N: -17.48371 -0.44538 -11.45607  0.003
H: -17.52813 -2.19211 -6.52121  0.000
C: -16.31062 4.59011 -15.54152  0.025
C: -15.08896 4.84216 -14.97330  0.065
C: -14.64699 -0.76276 -7.75875  0.006
C: -17.98696 7.54559 -10.02425  0.001
H: -22.27244 3.68405 -8.60134  0.001
C: -16.04016 -1.04909 -7.48209  -0.003
H: -22.08403 2.18320 -6.28784  0.001
P: -16.20098 4.07759 -11.07258  0.087
H: -13.47710 -2.40512 -5.07448  0.000
C: -13.33322 1.43201 -10.64800  0.001
H: -17.17083 6.43782 -6.93982  0.000
H: -17.48968 6.51080 -11.90083  0.001
H: -14.43385 0.10918 -8.47436  0.000
I: -16.74220 -2.35113 -15.13443  0.000
H: -19.42341 1.76145 -5.38571  0.000
C: -21.22763 4.00055 -8.86170  0.002
H: -18.81706 2.50294 -12.81869  0.017
N: -17.53310 3.03881 -11.31094  0.177
C: -16.85218 5.45287 -10.11570  0.028
C: -16.51381 -1.89991 -6.46812  0.005
C: -17.94123 7.58521 -8.63149  0.000
H: -13.80278 4.69174 -13.18608  -0.001
C: -12.56302 1.78254 -9.54050  0.000
O: -19.81030 0.73754 -11.57970  -0.012
H: -12.69399 -1.19604 -6.91858  0.000
C: -14.22163 -2.01021 -5.72010  0.006
C: -18.00356 3.16610 -12.54743  0.322
C: -17.36552 4.00794 -14.79815  0.060
C: -16.70112 -1.40754 -13.31918  0.001
N: -18.22393 -0.77389 -8.05129  -0.010

Summary:
Spin multiplicity: 3
Orbital gap (spin up / spin down) (eV): 5.61 / 8.09
Expectation value of S²: 2.018
HOMO (spin up / spin down) (eV): -8.3 / -10.8
Relative energy (zero: lowest compared OMol25 entry of this formula, charge and spin) (kJ/mol): 0.0
Net charge: +1
DFT total energy (Ha): -3356.92401

***

# 4
Computed, not measured: one molecule with the formula C20H24N4O2, with wB97M-V/def2-TZVPD.

Last column: natural (NBO) charge in e.
Element x y z (Å)
C: 2.75069 -2.75417 0.90050  -0.212
C: 0.63051 0.25241 -2.32145  -0.309
H: -0.23477 -2.76928 1.88068  0.223
H: 3.33981 -2.74123 1.80311  0.222
H: 4.79833 3.58508 1.90755  0.465
H: -3.06263 2.13272 -2.27197  0.249
C: 2.31107 -3.93752 0.33650  -0.228
C: 1.19629 -2.78215 -1.47512  -0.280
H: -5.30597 1.03552 2.30646  0.213
H: -5.49033 1.67402 -0.06245  0.209
H: 2.56283 -4.87538 0.80928  0.214
C: 2.69622 2.57646 0.74129  -0.249
H: 4.57741 2.82614 -0.29464  0.160
C: -1.15296 -2.29734 1.53960  -0.598
H: 1.22322 -4.90018 -1.23494  0.214
H: 3.45822 4.19736 -0.48563  0.174
C: 3.84265 3.45923 0.22263  -0.059
H: -0.95598 -0.94130 -0.89700  0.410
C: 2.09357 0.46701 -0.29500  0.577
C: -0.61141 0.88993 -1.67396  0.674
H: 1.16519 1.01280 -2.89977  0.232
C: -3.35644 0.18663 2.08326  -0.212
H: -4.73278 1.54870 -2.27578  0.215
O: 4.44769 4.19829 1.25148  -0.710
H: 1.94498 3.20878 1.22728  0.199
O: -0.83160 2.08070 -1.73717  -0.617
C: -4.49581 0.82247 1.62535  -0.199
C: 2.40523 -1.56834 0.26973  0.095
N: -1.34775 -0.01407 -0.99737  -0.641
H: 3.08181 1.85560 1.46705  0.231
H: 0.34224 -0.56188 -2.98977  0.233
H: -1.98915 -2.70420 2.10359  0.209
H: -0.96804 -0.57699 2.80558  0.216
N: 2.10345 1.81611 -0.33070  -0.612
C: -3.70513 1.28280 -2.04338  -0.641
N: 2.67135 -0.26714 0.61974  -0.546
C: -3.56984 0.91539 -0.59992  -0.019
C: -2.42213 0.28519 -0.11783  0.178
H: -0.17566 -0.39313 1.24831  0.210
C: -4.59749 1.18294 0.29538  -0.206
H: -3.27421 -0.09395 3.12302  0.209
C: -2.30249 -0.08633 1.22389  -0.025
H: -1.29646 -2.56029 0.49289  0.190
C: 1.63337 -1.59799 -0.91546  0.154
H: -3.39887 0.45562 -2.68291  0.214
N: 1.46878 -0.27344 -1.27925  -0.405
C: -1.07081 -0.78142 1.73864  -0.419
H: 1.44780 2.28977 -0.93173  0.416
C: 1.54873 -3.95474 -0.82756  -0.230
H: 0.60726 -2.80523 -2.38202  0.210

Summary:
Orbital gap (eV): 8.54
HOMO (eV): -7.9
Relative energy (zero: lowest compared OMol25 entry of this formula, charge and spin) (kJ/mol): 69.0
DFT total energy (Ha): -1146.08396

***

# 5
Computed, not measured: one molecule with the formula CH5N3O at a distorted geometry, with wB97M-V/def2-TZVPD.

Last column: natural (NBO) charge in e.
Element x y z (Å)
N: 0.87902 1.18868 0.07514  -0.835
N: -1.48187 -0.13218 -0.04211  -0.703
O: 2.06950 -0.90581 0.03072  -0.649
N: -0.20729 -0.77730 -0.09601  -0.553
C: 1.10257 -0.08875 -0.06036  0.754
H: -0.03450 -1.76382 0.29686  0.388
H: -0.12689 1.07291 -0.16154  0.421
H: -1.72180 0.23727 1.05807  0.369
H: 1.60057 1.83472 -0.48940  0.416
H: -2.07929 -0.66570 -0.61139  0.391

Summary:
Orbital gap (eV): 10.09
HOMO (eV): -9.4
Relative energy (zero: lowest compared OMol25 entry of this formula, charge and spin) (kJ/mol): 188.5
DFT total energy (Ha): -280.53272

***

# 6
Computed, not measured: a 2-piece molecular cluster, C3H9N2O overall at a distorted geometry, with wB97M-V/def2-TZVPD.

Last column: natural (NBO) charge in e.
Element x y z (Å)
H: -0.40808 -2.53509 1.13807  0.239
H: 2.87246 1.35787 -1.25937  0.200
C: -0.75830 -2.03380 0.21369  -0.447
N: 0.97391 0.82723 -1.25697  -0.372
H: -1.19185 1.61643 2.28450  0.524
H: 1.70779 2.56256 -2.14831  0.231
O: -0.54579 1.42870 1.54131  -0.980
H: 0.36867 1.60085 1.74073  0.495
C: 0.56417 -0.31548 -0.94220  0.376
H: -1.78431 -2.19980 0.14222  0.237
H: 0.72617 -1.15919 -1.78496  0.225
H: -0.51431 0.00424 0.56437  0.444
N: -0.24722 -0.71034 -0.05560  -0.500
C: 1.86186 1.69014 -1.48814  0.096
H: -0.35839 -2.85582 -0.48535  0.230

Summary:
Orbital gap (eV): 10.04
HOMO (eV): -14.6
Relative energy (zero: lowest compared OMol25 entry of this formula, charge and spin) (kJ/mol): 280.8
Net charge: +1
DFT total energy (Ha): -304.14342